19
Properties=species:S:1:pos:R:3:lowdin_charge:R:1 method="wB97M-V/def2-TZVPD" orbital_gap_ev=8.45 homo_ev=-12.39 multiplicity=1 total_charge=+1 e_above_lowest_kj_mol=284.3 mol_weight_g_mol=144.223 fmax_ev_per_a=11.0
C 0.820 -2.125 -0.892 -0.091
C 0.021 -0.360 0.057 0.095
C 0.134 -1.115 2.356 0.041
C 0.080 -0.285 -2.451 0.026
C -0.742 3.646 0.449 -0.557
N 0.809 -2.338 0.346 0.136
N 0.374 -1.326 0.960 -0.116
N 0.251 -0.958 -1.220 -0.016
S -1.091 2.473 1.433 0.713
H 0.930 -2.966 -1.510 0.148
H -0.669 -1.778 2.643 0.115
H 0.925 -1.205 3.059 0.102
H -0.135 -0.070 2.503 0.070
H 0.250 0.696 -2.209 0.078
H 0.815 -0.675 -3.079 0.096
H -0.901 -0.377 -2.958 0.134
H -0.711 4.597 0.987 -0.002
H -0.653 3.770 -0.682 0.053
H -0.508 0.395 0.208 -0.027

---

19
Properties=species:S:1:pos:R:3:lowdin_charge:R:1 method="wB97M-V/def2-TZVPD" orbital_gap_ev="7.19 / 7.19" homo_ev="-6.85 / -6.85" multiplicity=1 total_charge=0 e_above_lowest_kj_mol=606.6 mol_weight_g_mol=126.163 fmax_ev_per_a=0.5
C -0.496 -0.647 -1.532 0.013
N -1.291 -0.484 -0.242 0.012
C 0.900 0.910 0.236 -0.443
C -0.009 -1.188 -0.285 -0.325
N 1.504 0.886 1.470 0.065
C -1.296 0.845 0.444 -0.335
C 0.448 -2.269 0.351 0.054
N 1.279 1.552 -0.793 0.041
N -1.908 1.860 -0.024 0.084
H -2.151 -1.037 -0.187 0.180
H 2.464 1.209 1.548 0.081
H 1.295 0.098 2.062 0.065
H 2.135 2.105 -0.671 0.030
H -2.012 1.831 -1.037 0.036
H -0.082 0.292 -1.896 0.088
H -0.967 -1.319 -2.242 0.124
H -1.200 0.698 1.515 0.114
H 1.261 -2.841 -0.074 0.059
H 0.127 -2.501 1.358 0.056

---

19
Properties=species:S:1:pos:R:3:lowdin_charge:R:1 method="wB97M-V/def2-TZVPD" orbital_gap_ev="5.21 / 5.83" homo_ev="-5.87 / -6.30" multiplicity=1 total_charge=0 e_above_lowest_kj_mol=540.4 mol_weight_g_mol=126.163 fmax_ev_per_a=2.1
C 2.364 -0.169 0.172 -0.007
N 0.949 -0.339 -0.200 -0.007
C 0.561 -0.844 -1.302 -0.174
C -0.352 0.343 0.504 -0.591
N -0.347 1.740 0.193 0.092
C -1.562 -0.361 -0.235 -0.250
C -0.398 -0.028 1.892 -0.048
N 0.667 -1.408 -2.372 0.244
N -2.506 0.341 -0.741 0.047
H -1.174 1.979 -0.351 0.055
H -0.318 2.305 1.029 0.077
H 0.238 -1.053 -3.220 0.107
H -3.372 -0.182 -0.858 0.040
H -1.687 -1.409 0.067 0.110
H 2.988 -0.567 -0.629 0.088
H 2.574 0.894 0.279 0.092
H 2.643 -0.730 1.060 0.087
H -1.027 0.554 2.551 0.023
H -0.243 -1.065 2.162 0.014

---

19
Properties=species:S:1:pos:R:3:lowdin_charge:R:1 method="wB97M-V/def2-TZVPD" orbital_gap_ev=8.10 homo_ev=-7.94 multiplicity=1 total_charge=0 e_above_lowest_kj_mol=1156.2 mol_weight_g_mol=126.163 fmax_ev_per_a=7.5
C -0.573 -2.375 0.491 -0.162
C -0.308 0.238 0.285 -0.457
C 0.539 0.408 -0.808 -0.348
C 0.434 -0.380 -2.152 -0.024
C 0.522 0.774 1.388 -0.143
H 0.429 -1.481 0.269 0.123
H -0.314 -3.142 1.407 0.073
H -0.844 -3.359 -0.411 0.130
H -0.350 -1.310 -2.063 0.120
H 0.461 0.374 -2.773 -0.010
H 1.402 -0.996 -2.446 0.110
H 2.449 1.147 -0.485 0.138
H -0.361 2.761 0.212 0.271
H 1.501 -0.202 1.596 0.199
H -0.154 1.054 2.307 0.116
N -1.932 -1.529 0.591 0.003
N -1.620 -0.266 0.518 0.020
N 1.463 1.486 -0.637 -0.090
N 0.961 2.191 0.551 -0.069

---

21
Properties=species:S:1:pos:R:3:lowdin_charge:R:1 method="wB97M-V/def2-TZVPD" orbital_gap_ev="8.05 / 8.05" homo_ev="-16.02 / -16.02" multiplicity=1 total_charge=+2 e_above_lowest_kj_mol=590.1 mol_weight_g_mol=154.177 fmax_ev_per_a=5.0 smiles="C[N+]1=C(N)[C@H]1[NH+]=C=N/C=N/N"
C -1.068 1.133 -0.775 -0.026
C 3.475 -0.033 0.609 -0.183
C -1.843 0.769 0.393 -0.262
C 1.366 0.998 -0.205 0.079
C -2.621 -1.532 -0.342 0.019
N 2.356 0.595 0.229 0.245
N 4.591 0.392 0.191 0.015
N 0.305 1.261 -1.012 0.128
N -2.371 1.348 1.435 0.274
N 5.727 -0.160 0.466 0.104
N -2.000 -0.218 -0.475 0.076
H -1.658 1.680 -1.481 0.163
H 3.457 -0.774 1.420 0.156
H -3.127 -1.651 -1.278 0.089
H -1.801 -2.339 -0.148 0.150
H -3.438 -1.266 0.363 0.118
H 0.484 1.629 -2.037 0.252
H -2.098 2.276 1.820 0.182
H -2.907 0.861 2.084 0.119
H 5.832 -1.143 0.891 0.181
H 6.503 0.107 -0.096 0.122

---

17
Properties=species:S:1:pos:R:3:lowdin_charge:R:1 method="wB97M-V/def2-TZVPD" orbital_gap_ev=6.05 homo_ev=-2.14 multiplicity=1 total_charge=-1 e_above_lowest_kj_mol=169.1 mol_weight_g_mol=100.141 fmax_ev_per_a=7.0 smiles=[O-]C[C@@H]1CCCN1
N -0.376 -0.293 1.277 -0.040
C 0.542 -1.391 0.697 -0.176
C 1.413 -0.656 -0.405 -0.244
C 0.817 0.613 -0.696 -0.202
C -0.490 0.713 0.273 -0.357
C -1.886 0.674 -0.480 -0.586
O -2.210 1.907 -0.698 -0.322
H 0.206 0.092 1.972 0.058
H 1.061 -1.897 1.525 0.077
H -0.044 -2.315 0.297 0.109
H 2.471 -0.620 0.042 0.108
H 1.598 -1.114 -1.391 0.094
H 1.346 1.499 -0.232 0.100
H 0.417 1.086 -1.608 0.108
H -0.589 1.761 0.734 0.137
H -1.788 -0.055 -1.425 0.085
H -2.488 -0.004 0.118 0.050

---

17
Properties=species:S:1:pos:R:3:lowdin_charge:R:1 method="wB97M-V/def2-TZVPD" orbital_gap_ev="4.80 / 6.06" homo_ev="-0.64 / -2.02" multiplicity=3 total_charge=-1 e_above_lowest_kj_mol=155.5 mol_weight_g_mol=100.141 fmax_ev_per_a=4.7
C 0.592 1.717 -0.451 -0.188
C 0.801 1.093 0.908 -0.170
C -0.032 0.461 -0.090 -0.301
C 0.761 -1.976 0.396 -0.115
C 0.001 -0.906 -0.594 -0.229
N -2.496 0.614 0.023 -0.218
O -2.755 -0.641 -0.134 -0.412
H -0.113 2.514 -0.562 0.063
H 1.502 1.998 -1.140 0.112
H 1.820 1.005 1.184 0.071
H 0.227 1.728 1.598 0.091
H 1.882 -1.711 0.365 0.059
H 0.712 -3.029 0.107 0.042
H 0.528 -1.586 1.361 0.034
H -1.252 -1.185 -0.490 0.120
H 0.378 -1.161 -1.599 0.077
H -2.555 1.064 -0.881 -0.036

---

17
Properties=species:S:1:pos:R:3:lowdin_charge:R:1 method="wB97M-V/def2-TZVPD" orbital_gap_ev="6.07 / 6.10" homo_ev="1.36 / 1.31" multiplicity=2 total_charge=-2 e_above_lowest_kj_mol=218.6 mol_weight_g_mol=100.141 fmax_ev_per_a=2.8
C -1.633 0.485 -0.893 -0.585
O -2.183 1.720 -1.071 -0.462
C -0.180 0.554 -0.323 -0.239
C 0.348 -0.799 0.081 -0.121
C 1.503 -1.106 0.961 -0.644
C 0.999 -0.804 2.262 -0.148
N 2.758 -1.394 0.661 -0.060
H -1.498 -0.125 -1.829 0.055
H -2.295 -0.061 -0.192 0.068
H -0.206 1.151 0.587 0.084
H 0.440 0.958 -1.125 0.083
H -1.243 1.738 -3.010 0.001
H -0.419 -1.577 0.101 0.070
H 1.692 -0.813 3.122 -0.038
H -0.017 -0.962 2.609 -0.032
H 3.266 -1.277 1.539 -0.048
H -1.334 2.314 -3.482 0.013

---

17
Properties=species:S:1:pos:R:3:lowdin_charge:R:1 method="wB97M-V/def2-TZVPD" orbital_gap_ev=9.90 homo_ev=-13.61 multiplicity=1 total_charge=+1 e_above_lowest_kj_mol=230.5 mol_weight_g_mol=100.141 fmax_ev_per_a=2.2 smiles="C=CC[C@@H]([NH3+])C=O"
O 2.118 0.044 -1.013 0.124
C 0.937 0.082 -0.986 -0.186
C 0.169 0.780 0.180 -0.206
C -1.041 0.101 0.882 -0.133
C -1.247 -1.212 0.165 -0.214
C -2.323 -1.492 -0.571 0.053
N 1.186 1.316 1.171 0.236
H 0.214 -0.165 -1.765 0.143
H -0.230 1.638 -0.365 0.159
H -0.943 -0.096 1.956 0.128
H -1.924 0.692 0.622 0.120
H -0.606 -2.022 0.528 0.123
H -3.153 -0.792 -0.535 0.072
H -2.466 -2.239 -1.340 0.076
H 2.086 0.905 0.872 0.159
H 1.244 2.336 1.180 0.182
H 0.975 1.022 2.120 0.165

---

17
Properties=species:S:1:pos:R:3:lowdin_charge:R:1 method="wB97M-V/def2-TZVPD" orbital_gap_ev=8.41 homo_ev=-12.63 multiplicity=1 total_charge=+1 e_above_lowest_kj_mol=559.9 mol_weight_g_mol=100.141 fmax_ev_per_a=8.3
C 0.426 -0.737 2.096 0.132
C 0.778 -1.462 1.053 0.140
C 0.750 1.981 -2.454 0.034
C -1.675 -1.008 0.651 -0.002
C 0.435 1.528 -1.252 -0.252
N -0.659 -1.566 1.523 -0.072
O 1.346 1.223 -0.231 -0.065
H 0.666 0.046 2.628 0.085
H 1.114 -1.939 0.066 0.189
H 1.776 2.322 -2.666 0.086
H -0.833 -2.476 1.934 0.178
H -0.066 2.312 -3.033 0.049
H -2.247 -1.795 0.162 0.113
H -2.326 -0.271 1.121 0.114
H -1.196 -0.403 -0.175 0.085
H -0.498 1.120 -0.780 0.092
H 2.208 1.125 -0.643 0.093

---

17
Properties=species:S:1:pos:R:3:lowdin_charge:R:1 method="wB97M-V/def2-TZVPD" orbital_gap_ev="7.33 / 7.30" homo_ev="-15.14 / -15.11" multiplicity=1 total_charge=+1 e_above_lowest_kj_mol=924.2 mol_weight_g_mol=100.141 fmax_ev_per_a=7.8
C 1.215 -0.007 0.725 0.029
C 1.262 0.020 -0.715 -0.015
C -0.074 0.403 -0.087 -0.478
C -0.372 1.843 0.000 -0.035
C -1.357 -1.776 -0.032 0.003
N -1.141 -0.406 0.025 0.049
O -2.636 0.552 0.080 -0.042
H 1.435 -1.003 1.197 0.151
H 1.442 0.987 1.351 0.191
H 1.749 0.739 -1.381 0.151
H 1.282 -0.998 -1.234 0.161
H -0.886 2.049 -1.071 0.160
H 0.510 2.539 -0.017 0.120
H -1.330 1.989 0.700 0.143
H -2.268 -1.968 0.683 0.177
H -0.328 -2.200 0.234 0.134
H -1.653 -2.212 -0.927 0.101

---

17
Properties=species:S:1:pos:R:3:lowdin_charge:R:1 method="wB97M-V/def2-TZVPD" orbital_gap_ev=11.29 homo_ev=-14.59 multiplicity=1 total_charge=+1 e_above_lowest_kj_mol=155.4 mol_weight_g_mol=100.141 fmax_ev_per_a=2.0 smiles="C=C([NH3+])CCC=O"
O -0.071 2.158 0.443 0.041
C -0.373 1.581 1.466 -0.185
C -0.733 0.141 1.560 -0.104
C -0.853 -0.488 0.142 -0.156
C 0.401 -0.591 -0.632 -0.290
C 1.115 -1.682 -0.809 0.125
N 0.704 0.606 -1.499 0.231
H -0.535 2.205 2.357 0.141
H -1.680 0.006 2.102 0.137
H -0.147 -0.564 2.154 0.138
H -1.328 -1.464 0.225 0.128
H -1.674 -0.142 -0.522 0.146
H 1.919 -1.755 -1.541 0.091
H 0.923 -2.673 -0.432 0.095
H 0.323 0.522 -2.440 0.178
H 1.724 0.687 -1.493 0.175
H 0.286 1.454 -1.081 0.111

---

18
Properties=species:S:1:pos:R:3:lowdin_charge:R:1 method="wB97M-V/def2-TZVPD" orbital_gap_ev="2.96 / 7.87" homo_ev="3.67 / -1.27" multiplicity=2 total_charge=-2 e_above_lowest_kj_mol=173.9 mol_weight_g_mol=116.140 fmax_ev_per_a=4.0
O -0.633 -3.131 -2.582 -0.117
C -0.355 -1.958 -2.300 -0.827
O -0.396 -0.950 -2.984 -0.085
C 0.203 -1.655 -0.845 -0.149
C -0.402 -0.329 -0.231 -0.202
C 0.441 -0.104 1.017 -0.443
C -0.208 2.444 1.003 -0.501
N -0.081 1.057 1.686 -0.200
H 1.299 -1.496 -1.115 0.107
H 0.218 -2.644 -0.361 0.083
H -1.437 -0.339 -0.005 0.089
H -0.212 0.530 -0.955 0.115
H 1.488 -0.022 0.787 0.054
H 0.266 -0.865 1.906 0.115
H 0.674 2.652 0.456 -0.030
H -0.986 2.454 0.185 0.036
H -0.523 3.134 1.851 -0.042
H 0.645 1.222 2.488 -0.003

---

18
Properties=species:S:1:pos:R:3:lowdin_charge:R:1 method="wB97M-V/def2-TZVPD" orbital_gap_ev="5.11 / 4.88" homo_ev="2.00 / 2.21" multiplicity=2 total_charge=-2 e_above_lowest_kj_mol=532.2 mol_weight_g_mol=116.140 fmax_ev_per_a=3.5
O -2.720 -0.006 0.442 -0.104
C -2.063 0.983 0.084 -0.883
O -2.180 2.189 0.336 -0.105
C -1.106 0.660 -1.031 -0.211
C 0.180 0.943 -0.309 -0.264
C 1.395 0.023 -0.655 -0.381
C 1.048 -1.793 1.000 -0.364
N 1.975 -0.768 0.497 -0.299
H -1.252 1.187 -2.022 0.101
H -1.427 -0.395 -1.271 0.102
H -0.086 0.809 0.870 -0.018
H 0.418 1.996 -0.539 0.098
H 2.279 0.599 -1.037 0.056
H 1.149 -0.847 -1.355 0.072
H 0.024 -1.453 0.712 0.039
H 1.226 -2.730 0.442 0.001
H 1.330 -1.931 2.061 0.030
H -0.189 0.533 1.776 0.131

---

18
Properties=species:S:1:pos:R:3:lowdin_charge:R:1 method="wB97M-V/def2-TZVPD" orbital_gap_ev=11.14 homo_ev=-14.25 multiplicity=1 total_charge=+1 e_above_lowest_kj_mol=433.3 mol_weight_g_mol=116.140 fmax_ev_per_a=3.5
C 2.968 -0.188 -0.341 -0.020
C -0.478 0.166 1.109 -0.371
C 2.891 -1.117 -1.120 -0.001
C -1.366 0.395 -0.015 -0.262
C -1.469 -0.697 -1.036 0.034
N -0.350 1.435 -0.165 0.196
O 0.534 -0.645 1.336 0.210
O -1.036 0.760 2.195 0.135
H 3.069 0.817 0.147 0.065
H 2.512 -2.043 -1.526 0.036
H -2.283 0.831 0.389 0.177
H -0.517 -0.715 -1.564 0.104
H -2.297 -0.660 -1.636 0.073
H -1.658 -1.536 -0.442 0.091
H -0.588 2.365 0.016 0.128
H -0.007 1.325 -1.085 0.122
H 0.661 -1.237 0.641 0.086
H -0.586 0.745 3.100 0.198

---

18
Properties=species:S:1:pos:R:3:lowdin_charge:R:1 method="wB97M-V/def2-TZVPD" orbital_gap_ev=5.67 homo_ev=-11.69 multiplicity=1 total_charge=+1 e_above_lowest_kj_mol=549.0 mol_weight_g_mol=116.140 fmax_ev_per_a=5.3
C -2.342 -1.010 1.390 0.184
C 0.536 0.590 -0.330 -0.009
C 0.500 -0.754 -0.144 -0.396
C 1.576 -1.374 0.716 -0.056
C 0.639 2.969 -1.017 -0.067
N 0.352 1.765 -0.395 0.078
O -0.237 -1.498 -1.109 -0.050
O -2.693 -1.021 0.146 0.104
H -1.575 -1.633 1.918 0.137
H 1.080 -1.806 1.674 0.093
H 2.185 -2.185 0.132 0.122
H 2.305 -0.608 0.953 0.074
H 1.799 3.219 -1.107 0.156
H 0.265 2.959 -1.983 0.079
H 0.247 3.633 -0.391 0.038
H 0.234 -1.346 -1.964 0.143
H -2.863 -0.340 2.081 0.131
H -2.008 -1.559 -0.570 0.239

---

18
Properties=species:S:1:pos:R:3:lowdin_charge:R:1 method="wB97M-V/def2-TZVPD" orbital_gap_ev="10.23 / 6.16" homo_ev="-20.13 / -20.12" multiplicity=2 total_charge=+2 e_above_lowest_kj_mol=158.8 mol_weight_g_mol=116.140 fmax_ev_per_a=5.0
O 0.825 -0.555 1.467 0.133
C 1.275 -0.999 0.407 -0.434
O 1.854 -2.134 0.188 0.226
C 0.785 -0.464 -0.923 -0.070
C -0.616 -0.006 -1.223 -0.068
C -1.237 1.067 -0.421 -0.116
C -2.449 1.654 -0.563 0.330
N -0.547 1.392 0.831 0.240
H 2.042 -2.577 1.087 0.223
H 1.081 -1.041 -1.840 0.176
H 1.342 0.468 -1.088 0.159
H -1.224 -0.941 -0.971 0.230
H -0.504 0.158 -2.276 0.160
H -2.860 2.383 0.130 0.135
H -3.222 1.289 -1.377 0.196
H -1.163 1.415 1.650 0.196
H -0.083 2.287 0.737 0.195
H 0.260 0.626 1.130 0.090

---

19
Properties=species:S:1:pos:R:3:lowdin_charge:R:1 method="wB97M-V/def2-TZVPD" orbital_gap_ev="6.71 / 7.60" homo_ev="-7.07 / -7.59" multiplicity=1 total_charge=0 e_above_lowest_kj_mol=296.9 mol_weight_g_mol=147.114 fmax_ev_per_a=3.9
C -1.905 -0.046 -0.313 -0.614
C 1.746 0.071 -0.647 -0.286
C 0.578 -0.984 -0.803 -0.117
C 1.330 1.497 -0.502 -0.472
C -0.706 -0.917 0.099 -0.240
N -0.714 -1.663 1.216 0.124
O -2.088 0.533 -1.373 0.038
O -2.820 0.045 0.691 0.022
P -0.119 1.790 0.869 0.870
H 2.318 -0.030 0.355 0.123
H 2.436 0.004 -1.454 0.085
H 0.056 -0.876 -1.733 0.098
H 1.006 -1.970 -0.620 0.106
H 2.134 2.190 -0.040 0.072
H 1.037 1.911 -1.495 0.064
H -1.520 -1.732 1.875 0.141
H -3.722 0.289 0.442 0.125
H 0.157 -1.809 1.552 0.059
H 0.798 1.697 1.882 -0.200

---

19
Properties=species:S:1:pos:R:3:lowdin_charge:R:1 method="wB97M-V/def2-TZVPD" orbital_gap_ev="8.32 / 8.32" homo_ev="-8.58 / -8.58" multiplicity=1 total_charge=0 e_above_lowest_kj_mol=367.6 mol_weight_g_mol=147.114 fmax_ev_per_a=5.2
C 1.826 -0.024 -0.056 -0.436
C 0.893 -0.852 -0.929 -0.039
C 0.166 1.576 -0.018 -0.572
C 0.439 -2.167 -0.467 -0.100
C -0.513 1.856 1.293 -0.089
N -0.612 0.674 -0.861 -0.252
O 2.872 -0.468 0.400 0.114
O 1.441 1.229 0.170 0.080
P -2.071 0.037 -0.372 0.751
H 0.874 -0.615 -1.999 0.130
H 0.154 2.591 -0.478 0.153
H 0.393 -2.837 -1.310 0.071
H -0.613 -2.003 0.023 0.050
H 1.111 -2.783 0.175 0.105
H -1.562 2.194 1.165 0.065
H 0.058 2.606 1.893 0.101
H -0.577 0.861 1.816 0.085
H -2.129 -0.941 0.786 -0.067
H -2.150 -0.934 -1.232 -0.150

---

17
Properties=species:S:1:pos:R:3:lowdin_charge:R:1 method="wB97M-V/def2-TZVPD" orbital_gap_ev="5.86 / 7.54" homo_ev="-12.12 / -12.94" multiplicity=1 total_charge=+1 e_above_lowest_kj_mol=517.3 mol_weight_g_mol=116.209 fmax_ev_per_a=5.1
C -0.296 -0.025 -1.582 -0.534
C -0.235 -0.514 0.662 -0.124
C -0.169 0.958 0.891 0.025
C -0.803 1.725 1.872 -0.040
C 1.183 -1.824 -0.868 -0.050
N 0.224 -0.806 -0.717 -0.288
S -0.172 -0.020 -3.231 0.860
H 0.429 -0.887 1.378 0.126
H -1.257 -0.819 0.855 0.158
H 0.425 1.458 0.034 0.153
H -1.125 2.760 1.530 0.152
H -0.002 1.840 2.618 0.146
H -1.582 1.342 2.437 0.079
H 1.369 -2.271 -1.917 0.131
H 1.018 -2.633 -0.100 0.115
H 2.127 -1.302 -0.469 0.133
H -1.134 1.019 -3.392 -0.040

---

no.,energy (a.u.)
1,-758.61329
2,-415.32581
3,-415.35102
4,-415.11649
5,-524.25093
6,-326.42090
7,-326.24022
8,-326.24297
9,-326.19400
10,-326.06856
11,-325.92981
12,-326.22260
13,-401.61726
14,-401.48079
15,-401.35997
16,-401.31592
17,-400.95200
18,-743.00544
19,-742.97852
20,-649.02835